# 1
Computed, not measured: a structure of composition C35H37IrN6O2S3, with the ωB97M-V functional and the def2-TZVPD basis.

XYZ file:
```
84
Properties=species:S:1:pos:R:3:forces:R:3
Ir -0.0708 -0.3315 -0.4241 0.1 0.2 -0.4
C 3.6416 0.2867 -1.5896 0.0 -0.1 -0.2
C 2.2907 0.6574 -1.0197 0.0 -0.1 0.2
N 1.8158 -0.4112 -0.1377 0.1 -0.1 -0.2
N 2.4417 -1.5161 0.2465 0.2 0.3 -0.1
C 1.7009 -2.3031 0.9407 0.0 -0.2 0.1
S 0.0021 -1.9034 1.2937 -0.2 0.0 0.3
S 2.4053 -3.6833 1.7794 0.0 0.1 -0.1
C 2.0474 -4.9952 0.5666 0.0 0.0 0.0
C 2.9799 -4.9615 -0.6055 0.0 0.0 0.1
C 4.2357 -5.5616 -0.5502 0.0 0.0 0.0
C 5.1064 -5.4728 -1.6248 0.0 0.0 0.0
C 4.7372 -4.7723 -2.7692 0.0 0.0 0.1
C 3.4925 -4.1637 -2.8279 0.0 0.0 0.0
C 2.6235 -4.2666 -1.7510 0.1 0.1 -0.1
C 2.2328 1.9373 -0.2039 0.2 0.0 -0.1
C 3.2040 2.9305 -0.2892 0.0 0.0 0.0
C 3.1223 4.0931 0.4617 -0.1 -0.1 0.0
C 2.0469 4.2478 1.3327 0.0 0.0 0.0
C 1.0776 3.2706 1.4351 -0.1 0.1 0.1
C 1.1273 2.1047 0.6554 -0.2 0.1 0.1
O 0.1141 1.2601 0.7639 0.0 0.2 0.2
H 3.5504 -0.6244 -2.1829 0.0 0.0 0.0
H 4.2823 0.0688 -0.7353 0.0 0.0 0.0
H 4.0988 1.0681 -2.1881 0.0 0.0 0.0
H 1.0095 -4.8655 0.2553 0.0 -0.1 0.0
H 2.1273 -5.9346 1.1148 0.0 0.0 0.0
H 4.5347 -6.0909 0.3475 0.0 0.0 0.0
H 6.0796 -5.9436 -1.5683 0.0 0.0 0.0
H 5.4210 -4.6976 -3.6049 0.0 0.0 0.0
H 3.1937 -3.5990 -3.7025 0.0 0.0 0.0
H 1.6710 -3.7573 -1.7797 0.0 0.0 0.1
H 4.0466 2.7943 -0.9553 0.0 0.0 0.0
H 3.8882 4.8526 0.3816 0.0 0.0 0.0
H 1.9654 5.1415 1.9396 0.0 0.0 0.0
H 0.2336 3.3845 2.1039 0.0 0.0 0.0
N 1.0513 0.7719 -1.9077 0.0 -0.5 0.2
C 1.0179 1.0874 -3.1341 -0.2 0.4 -0.3
C -0.2801 1.1466 -3.8847 0.2 -0.1 0.0
C -1.5136 0.9589 -3.2606 0.0 -0.1 0.1
C -2.6936 1.0009 -3.9845 0.0 0.0 0.0
C -2.6669 1.2370 -5.3533 0.0 0.0 0.0
C -1.4506 1.4446 -5.9855 0.0 0.0 0.0
C -0.2703 1.4056 -5.2566 0.0 0.0 0.0
C 2.2408 1.4902 -3.8980 0.0 0.0 0.1
C 2.7305 2.7824 -3.7500 0.0 0.0 0.0
C 3.8662 3.1766 -4.4438 0.0 0.0 0.0
C 4.5069 2.2834 -5.2902 0.0 0.0 0.0
C 4.0059 0.9969 -5.4492 0.0 0.0 0.0
C 2.8724 0.5972 -4.7575 0.0 0.1 0.0
H -1.5560 0.8230 -2.1898 0.0 0.0 0.0
H -3.6386 0.8675 -3.4726 0.0 0.0 0.0
H -3.5893 1.2747 -5.9187 0.0 0.0 0.0
H -1.4164 1.6444 -7.0486 0.0 0.0 0.0
H 0.6684 1.5759 -5.7645 0.0 0.0 0.0
H 2.2329 3.4699 -3.0765 0.0 0.0 0.0
H 4.2517 4.1803 -4.3190 0.0 0.0 0.0
H 5.3968 2.5882 -5.8256 0.0 0.0 0.0
H 4.5064 0.2994 -6.1085 0.0 0.0 0.0
H 2.4800 -0.4059 -4.8604 0.0 0.0 0.0
C -0.2736 4.0831 -1.8717 0.0 0.0 0.0
S -1.7088 3.3754 -1.0477 0.0 0.1 0.1
C -2.9827 4.0677 -2.1146 0.0 0.0 -0.1
H -0.2039 3.7196 -2.8999 0.0 0.0 0.0
H 0.6105 3.7786 -1.3109 0.0 0.0 0.0
H -0.3346 5.1717 -1.8717 0.0 0.0 0.0
H -2.9958 5.1559 -2.0531 0.0 0.0 0.0
H -3.9434 3.6844 -1.7734 0.0 0.0 0.0
H -2.8283 3.7598 -3.1510 0.0 0.0 0.0
C -2.8011 -4.5485 -2.8162 0.0 0.0 0.0
N -1.7124 -3.6179 -2.6189 0.0 0.0 -0.1
C -0.6358 -3.4044 -3.5592 0.0 0.0 0.0
C 0.1245 -2.2564 -2.9107 -0.1 0.0 0.0
O 1.1300 -1.7711 -3.3605 0.0 0.0 0.0
N -0.5329 -1.9121 -1.7330 0.2 -0.2 -0.2
C -1.5806 -2.7459 -1.6130 0.1 0.0 -0.1
N -2.4601 -2.6742 -0.6101 0.0 0.0 0.1
H -2.9611 -4.6777 -3.8849 0.0 0.0 0.0
H -3.7233 -4.1512 -2.3929 0.0 0.0 0.0
H -2.5901 -5.5246 -2.3750 0.0 0.0 0.0
H -0.9985 -3.1098 -4.5463 0.0 0.0 0.0
H 0.0130 -4.2772 -3.6568 0.0 0.0 0.0
H -2.0754 -2.2448 0.2272 0.0 0.0 0.0
H -3.0473 -3.4739 -0.4408 0.0 0.0 0.0
```
Forces are in eV/Å.

Computed properties:
gap between HOMO and LUMO: 6.3 eV
LUMO energy: -0.105 eV
energy above the lowest of the compared OMol25 structures with the same formula, charge and spin: 26.04 kcal per mole
spin multiplicity: 1

Löwdin atomic charge list, values in e, 2 entries: atom 1 (Ir): 1.124, atom 2 (C): 0.003

---

# 2
Computed, not measured: a structure of composition C35H37MnNO9S2 at a distorted geometry, with the ωB97M-V functional and the def2-TZVPD basis.

XYZ file:
```
85
Properties=species:S:1:pos:R:3:forces:R:3
Mn 18.7399 8.8436 9.4858 0.1 0.3 -0.5
O 19.4616 5.9780 12.6712 -0.9 -0.3 0.3
C 19.4637 7.0076 11.8476 0.8 0.0 0.0
O 18.4951 7.5151 11.3209 -0.2 -0.1 -0.3
C 20.8835 7.5226 11.6096 0.0 -0.3 1.0
O 20.7974 8.5158 10.6409 0.6 0.1 -1.0
C 21.4427 8.2078 9.3401 -0.6 1.5 0.5
C 20.7655 6.9440 8.7271 1.0 1.1 0.9
O 21.4974 5.9827 8.7375 -0.2 -1.2 -0.5
O 19.5447 7.1061 8.3867 -0.9 1.0 0.7
H 18.5634 5.6014 12.8504 0.7 0.6 -0.4
H 21.3271 7.9206 12.5642 -0.6 -0.2 -0.8
H 21.5330 6.6955 11.3145 -0.2 -0.1 -0.1
H 21.5860 9.5210 7.8788 0.0 0.0 -0.1
H 22.5437 8.1362 9.4525 -0.6 -0.2 0.0
O 21.0529 9.4024 8.6959 -0.1 -0.5 0.0
S 23.2872 9.9514 6.4838 -1.0 -0.3 -0.4
C 22.4708 10.7452 5.0088 0.2 -0.3 0.2
C 21.1515 11.4952 5.2409 -0.5 -0.2 0.4
C 21.3119 12.9906 5.5690 0.8 0.2 -0.7
C 20.0878 13.6597 6.1804 -0.7 0.2 -1.0
S 19.3964 12.7622 7.6311 0.4 0.6 -0.2
O 18.0209 9.7400 7.5458 -0.3 -0.2 1.4
C 19.2586 14.1174 8.7716 -0.1 -0.4 0.5
C 18.6134 15.3107 8.4592 -0.1 -0.4 0.0
C 18.5325 16.3156 9.4236 -0.1 0.0 -1.0
C 19.0658 16.1262 10.6717 0.4 0.3 0.8
C 19.6729 14.9102 10.9935 -0.4 0.1 -0.1
C 19.7584 13.8922 10.0633 -0.3 0.5 -0.6
C 23.8655 11.3083 7.4469 0.2 0.5 0.1
C 25.0373 11.8756 6.9478 -0.5 0.0 0.2
C 25.5840 12.9870 7.5474 0.3 0.1 0.1
C 24.9926 13.5072 8.6900 -0.2 -0.1 -0.3
C 23.8212 12.9497 9.1810 -0.4 0.0 0.7
C 23.2466 11.8292 8.5967 0.4 -0.3 -0.8
H 22.2846 9.8713 4.3720 0.1 0.1 0.1
H 23.2401 11.3502 4.5046 -0.3 -0.1 0.2
H 20.5726 10.9969 6.0640 0.6 0.3 -0.5
H 20.5238 11.3612 4.3388 0.2 0.2 0.3
H 21.5996 13.5509 4.6311 -0.4 -0.5 0.8
H 22.1810 13.1358 6.2241 -0.2 -0.2 0.1
H 19.2654 13.6914 5.4196 0.7 0.1 0.5
H 20.3375 14.7079 6.4394 -0.3 -0.7 0.1
H 18.1177 15.4009 7.4881 0.3 0.2 0.3
H 18.0819 17.2577 9.1448 -0.1 0.0 0.1
H 19.0309 16.9586 11.3885 0.0 -0.6 -0.2
H 20.0462 14.7271 11.9788 0.2 0.1 0.5
H 20.1690 12.9210 10.3050 0.2 0.1 0.1
H 25.4820 11.4179 6.0814 0.2 0.0 -0.2
H 26.4768 13.4188 7.1112 0.0 0.1 0.2
H 25.4368 14.3509 9.1787 0.1 0.3 0.2
H 23.3238 13.3844 10.0527 0.3 -0.1 -0.2
H 22.3560 11.3570 9.0006 0.1 0.2 -0.1
C 9.7357 12.2743 11.8662 -0.2 -0.6 0.0
C 10.5532 11.6968 10.7321 -2.2 -0.1 0.2
C 9.9097 10.8312 9.8251 -0.1 -0.5 -0.4
C 10.6080 10.2918 8.7585 -2.5 -0.1 0.6
C 11.9205 10.6456 8.4991 1.7 0.8 0.9
C 12.6063 11.4920 9.3913 0.4 -0.3 0.2
N 13.9548 11.6915 9.3119 -0.1 0.7 0.5
C 14.8374 11.4656 8.2566 -0.4 0.1 -0.3
C 14.4415 11.7542 6.9444 -0.1 -0.4 0.2
C 15.2623 11.4419 5.8674 0.2 0.0 0.7
C 16.4629 10.8267 6.1625 0.5 -0.4 -0.2
C 16.8601 10.5562 7.4792 0.4 -0.6 -1.5
C 16.1439 10.9704 8.5785 -0.5 0.0 0.0
C 16.6155 11.0270 10.0162 -0.4 0.3 1.6
O 15.8581 11.7168 10.7719 1.6 -0.9 -0.1
O 17.6717 10.4674 10.4737 -0.1 -0.8 -1.7
C 11.9029 12.0422 10.5296 2.4 0.6 -0.9
C 12.5968 13.0427 11.4192 -0.4 0.4 0.4
H 8.7649 11.7359 11.9329 0.7 0.4 0.0
H 9.5007 13.3410 11.7120 0.2 -0.2 -0.1
H 10.2718 12.2018 12.8318 -0.3 0.0 -0.4
H 8.8629 10.5747 9.9653 0.3 0.0 0.1
H 10.0904 9.5874 8.0976 0.3 0.3 0.2
H 12.4660 10.1865 7.6973 0.1 0.0 -0.3
H 14.5881 11.7989 10.1933 -0.4 0.2 -0.4
H 13.4657 12.1970 6.7934 0.0 0.1 0.0
H 14.9734 11.6639 4.8457 0.1 0.0 0.1
H 17.1527 10.5075 5.3773 -0.3 0.2 0.1
H 17.9133 9.0141 6.9036 0.2 0.4 0.2
H 13.0272 13.8773 10.8026 -0.2 -0.8 0.4
H 13.4462 12.5995 12.0020 -0.6 0.3 -0.5
H 11.8597 13.4905 12.1409 0.9 -0.4 -0.7
```
Forces are in eV/Å.

Computed properties:
gap between HOMO and LUMO (spin up / spin down): 7.2 / 2.8 eV
total charge: +1
expectation value of S²: 6.03
LUMO energy (spin up / spin down): -2.830 / -7.229 eV
spin multiplicity: 5

Löwdin atomic charge list, values in e, 2 entries: atom 1 (Mn): 1.023, atom 2 (O): 0.166

---

# 3
Computed, not measured: a structure of composition C35H37N3O4SeTeTi, with the ωB97M-V functional and the def2-TZVPD basis.

XYZ file:
```
82
Properties=species:S:1:pos:R:3:forces:R:3
Ti -0.3213 0.4278 0.5889 0.5 -0.7 -0.3
C -3.1413 1.0340 -2.5622 0.0 0.1 0.0
O -2.1378 0.8611 -3.5691 0.0 -0.2 0.1
C -0.9951 1.5813 -3.3874 0.0 0.1 -0.1
C -0.6203 2.4643 -4.3748 0.1 0.1 0.0
C 0.5486 3.2277 -4.2636 -0.1 0.0 0.0
C 1.3128 3.1091 -3.1298 0.0 0.0 0.0
C 0.9504 2.2178 -2.1074 0.1 0.0 0.1
C 1.7972 2.1327 -0.9439 0.0 -0.1 -0.1
N 1.5176 1.4601 0.1115 -0.2 0.0 0.2
N 2.4766 1.4980 1.1160 0.2 0.1 -0.1
C 2.0192 0.8805 2.1629 -0.1 0.1 0.0
O 0.8561 0.3214 2.2130 0.0 0.1 -0.2
C 2.8790 0.8124 3.3727 0.0 -0.1 0.1
C 4.1699 1.3359 3.3796 0.0 0.0 0.0
C 4.9455 1.2498 4.5236 0.0 0.0 0.0
C 4.4411 0.6428 5.6686 0.0 0.0 0.0
C 3.1558 0.1220 5.6643 0.0 0.0 0.0
C 2.3766 0.2062 4.5188 0.0 0.0 0.0
C -0.1856 1.3969 -2.2357 -0.2 -0.2 0.0
O -0.4896 0.4672 -1.3630 0.1 0.3 0.2
H -4.0108 1.5043 -3.0286 0.0 0.0 0.0
H -2.7888 1.6545 -1.7379 0.0 0.0 0.0
H -3.4252 0.0644 -2.1627 0.0 -0.1 0.0
H -1.2631 2.5586 -5.2414 0.0 0.0 0.0
H 0.8291 3.9154 -5.0504 0.0 0.0 0.0
H 2.2091 3.7060 -3.0018 0.0 0.0 0.0
H 2.7378 2.6813 -0.9407 0.0 0.0 -0.1
H 4.5452 1.8048 2.4803 0.0 0.0 0.0
H 5.9490 1.6577 4.5237 0.0 0.0 0.0
H 5.0524 0.5779 6.5607 0.0 0.0 0.0
H 2.7595 -0.3501 6.5546 0.0 0.0 0.0
H 1.3701 -0.1898 4.4934 0.0 0.0 0.0
Se -1.8956 1.8703 1.2117 -0.4 0.1 0.1
C 1.5605 -2.3682 1.3205 -0.1 0.0 0.0
C 0.2139 -2.5754 0.6406 -0.1 0.0 0.0
O 0.0012 -3.6893 0.1399 0.0 0.0 0.0
N -0.6682 -1.5525 0.6202 0.1 0.2 0.1
Te -2.5178 -2.2422 -0.4627 -0.2 0.0 0.1
C -3.5136 -3.6121 -1.8893 0.0 0.1 0.0
C -2.7822 -4.2595 -2.8829 0.0 0.0 0.0
C -1.2766 -4.2106 -2.9753 -0.1 0.0 0.0
C -3.4625 -5.0362 -3.8243 0.1 0.0 0.0
C -4.8374 -5.1794 -3.8008 0.0 0.0 0.0
C -5.5541 -6.0088 -4.8347 0.0 0.0 0.0
C -5.5505 -4.5147 -2.8070 0.0 0.0 0.0
C -4.9139 -3.7270 -1.8565 0.0 0.0 0.0
C -5.7527 -3.0234 -0.8182 0.1 0.0 0.0
C -3.0431 -3.4416 1.2212 0.1 -0.1 0.0
C -2.9105 -4.8397 1.2536 0.0 0.1 0.0
C -2.4366 -5.6868 0.1018 0.0 0.0 0.1
C -3.2503 -5.5137 2.4268 0.0 0.0 0.0
C -3.7190 -4.8575 3.5520 0.0 0.0 0.0
C -4.0839 -5.6093 4.8049 0.0 0.0 0.0
C -3.8510 -3.4787 3.4911 0.0 0.0 0.0
C -3.5232 -2.7565 2.3487 -0.1 0.0 0.1
C -3.6816 -1.2615 2.3909 0.0 -0.1 0.0
H 2.1034 -3.3088 1.2791 0.0 0.0 0.0
H 1.4318 -2.0422 2.3498 0.0 0.0 0.0
H 2.1318 -1.5963 0.8018 0.0 0.0 0.0
H -0.8337 -3.5332 -2.2489 0.0 0.0 0.0
H -0.9666 -3.9067 -3.9770 0.0 0.0 0.0
H -0.8571 -5.2012 -2.7817 0.0 0.0 0.0
H -2.8864 -5.5472 -4.5916 0.0 0.0 0.0
H -4.8501 -6.6068 -5.4135 0.0 0.0 0.0
H -6.1060 -5.3724 -5.5306 0.0 0.0 0.0
H -6.2735 -6.6842 -4.3678 0.0 0.0 0.0
H -6.6331 -4.6073 -2.7767 0.0 0.0 0.0
H -6.8144 -3.1768 -1.0142 0.0 0.0 0.0
H -5.5571 -1.9484 -0.8161 0.0 0.0 0.0
H -5.5296 -3.3945 0.1835 0.0 0.0 0.0
H -1.6275 -5.2024 -0.4357 0.0 0.0 0.0
H -3.2571 -5.8870 -0.5892 0.0 0.0 0.0
H -2.0723 -6.6441 0.4789 0.0 0.0 0.0
H -3.1331 -6.5928 2.4526 0.0 0.0 0.0
H -3.7967 -6.6584 4.7307 0.0 0.0 0.0
H -5.1597 -5.5647 4.9891 0.0 0.0 0.0
H -3.5846 -5.1798 5.6756 0.0 0.0 0.0
H -4.2184 -2.9415 4.3606 0.0 0.0 0.0
H -4.2638 -0.9607 3.2612 0.0 0.0 0.0
H -4.1729 -0.8759 1.4983 0.0 0.0 0.0
H -2.7123 -0.7678 2.4455 0.0 0.1 0.0
```
Forces are in eV/Å.

Computed properties:
gap between HOMO and LUMO (spin up / spin down): 6.5 / 6.8 eV
total charge: -1
expectation value of S²: 0.76
LUMO energy (spin up / spin down): 2.265 / 1.829 eV
energy above the lowest of the compared OMol25 structures with the same formula, charge and spin: 3.75 kcal per mole
spin multiplicity: 2

Löwdin atomic charge list, values in e, 2 entries: atom 1 (Ti): 0.461, atom 2 (C): -0.067

---

no.,E_tot (eV),molar mass (g/mol)
1,-85276.038,862.14
2,-109796.175,734.75
3,-145315.150,818.12